#i
Computed, not measured: 2 unconnected molecules or ions with the total composition C4H12NO3, with ωB97M-V/def2-TZVPD.

Properties
- LUMO: -3.4 eV
- Highest occupied orbital energy: -14.75 eV
- Frontier orbital gap: 11.4 eV

Geometry as ORCA input:
```
! RIJCOSX wB97M-V def2-TZVPD def2/J DEFGRID3
* xyz 1 1
C 0.980 -0.956 1.966
C 0.762 -0.468 0.554
C -0.588 -0.858 -0.032
C -0.950 0.132 -1.124
O -0.145 -0.073 -2.209
O -1.748 1.007 -1.052
N 1.834 -1.043 -0.371
H 2.018 -0.934 2.302
H 0.466 -0.255 2.613
H 0.556 -1.928 2.224
H 0.885 0.608 0.544
H -0.634 -1.878 -0.404
H -1.359 -0.722 0.721
H -0.402 0.503 -2.946
H 1.669 -0.726 -1.330
H 2.769 -0.773 -0.085
H 1.795 -2.062 -0.359
H -0.464 2.826 2.180
H -1.275 2.205 1.076
O -0.570 1.981 1.708
*
```

Atomic charges from the Mulliken analysis, expressed in e, are listed below: -1.54 0.07 -0.76 0.51 -0.49 -0.49 -0.18 0.45 0.36 0.34 0.45 0.48 0.37 0.36 0.31 0.38 0.37 0.29 0.30 -0.58

=====

#ii
Computed, not measured: 2 unconnected molecules or ions with the total composition C4H12NO3, with ωB97M-V/def2-TZVPD.

Properties
- LUMO: -3.0 eV
- Highest occupied orbital energy: -14.85 eV
- Frontier orbital gap: 11.8 eV

Geometry as ORCA input:
```
! RIJCOSX wB97M-V def2-TZVPD def2/J DEFGRID3
* xyz 1 1
O 0.412 -2.474 0.841
C 0.669 -1.195 1.050
C -0.393 -0.182 0.692
N -0.284 0.194 -0.788
C -0.846 1.510 -1.166
C -1.796 -0.627 1.027
O 1.807 -0.827 1.206
H 1.283 -2.948 1.047
H 0.029 0.763 1.255
H -0.628 -0.573 -1.448
H 0.747 0.372 -0.896
H -0.945 2.051 -0.175
H -1.703 1.481 -1.859
H -0.098 2.178 -1.751
H -2.556 0.206 0.743
H -2.172 -1.449 0.455
H -1.834 -0.996 2.103
H 2.879 1.280 -1.453
H 3.066 0.394 -0.158
O 2.362 0.843 -0.727
*
```

Atomic charges from the Mulliken analysis, expressed in e, are listed below: -0.44 0.19 0.25 -0.06 -0.84 -1.24 -0.57 0.40 0.37 0.42 0.45 0.34 0.34 0.32 0.32 0.41 0.36 0.29 0.33 -0.66

=====

Which one sits at the top of the stability order? #i does.

=====

#i
Computed, not measured: 3 unconnected molecules or ions with the total composition C8H13O2S, with ωB97M-V/def2-TZVPD.

Properties
- LUMO: 3.4 eV
- Highest occupied orbital energy: -2.78 eV
- Frontier orbital gap: 6.2 eV

Geometry as ORCA input:
```
! RIJCOSX wB97M-V def2-TZVPD def2/J DEFGRID3
* xyz -1 1
O -2.970 0.154 -0.353
H -2.222 -0.298 -0.008
C -1.158 3.779 -0.839
S -0.384 2.177 -0.785
O 1.034 2.472 -1.387
C -0.068 2.169 1.037
H -1.173 4.084 -1.908
H -0.441 4.597 -0.443
H -2.091 3.787 -0.218
H -0.001 1.092 1.402
H -1.069 2.415 1.425
H 0.784 2.919 1.267
C 1.380 -1.866 -1.237
C -0.025 -1.611 -0.748
C -0.456 -2.060 0.490
C 0.315 -2.951 1.331
C 1.655 -3.324 0.956
C 2.092 -2.755 -0.450
H 1.849 -1.432 -2.149
H -0.644 -1.067 -1.249
H -1.571 -1.989 0.853
H -0.185 -3.340 2.380
H 2.224 -3.933 1.724
H 3.136 -3.022 -1.090
*
```

Atomic charges from the Mulliken analysis, expressed in e, are listed below: -1.05 0.09 -0.89 0.67 -0.73 -0.78 0.29 0.27 0.31 0.24 0.28 0.31 -0.39 -0.57 -0.30 -0.19 -0.40 -0.13 0.35 0.81 0.25 0.19 0.29 0.09

=====

#ii
Computed, not measured: 2 unconnected molecules or ions with the total composition C8H13O2S, with ωB97M-V/def2-TZVPD.

Properties
- LUMO: 3.3 eV
- Highest occupied orbital energy: -4.57 eV
- Frontier orbital gap: 7.8 eV

Geometry as ORCA input:
```
! RIJCOSX wB97M-V def2-TZVPD def2/J DEFGRID3
* xyz -1 1
C 3.657 -0.143 0.196
C 3.211 2.445 0.557
C 2.800 2.365 -0.938
C 3.418 1.343 -0.079
C -0.485 -1.481 -1.526
C -1.655 -1.577 0.766
C -2.413 0.053 -0.935
C -1.205 -0.675 -0.465
O 2.568 -0.765 -0.017
O 4.712 -0.625 0.580
S 0.090 0.498 0.186
H 3.150 3.269 1.229
H 1.295 -0.160 0.078
H 1.752 2.264 -1.044
H 3.451 2.905 -1.657
H 0.033 -0.763 -2.268
H 0.493 -1.927 -1.273
H -1.197 -2.138 -2.101
H -2.477 -2.300 0.513
H -1.964 -0.933 1.623
H -0.704 -2.024 1.213
H -2.908 0.740 -0.217
H -2.263 0.800 -1.829
H -3.174 -0.661 -1.184
*
```

Atomic charges from the Mulliken analysis, expressed in e, are listed below: 0.47 -0.26 -0.46 0.03 -1.47 -1.30 -1.53 1.34 -0.67 -0.70 -0.49 0.40 0.23 0.17 0.20 0.33 0.41 0.29 0.35 0.35 0.28 0.36 0.27 0.40

=====

Which one sits at the top of the stability order? #ii does.

=====

#i
Computed, not measured: a gas-phase ion, C2H8NO (charge +1), with ωB97M-V/def2-TZVPD.

Properties
- LUMO: -3.9 eV
- Highest occupied orbital energy: -15.00 eV
- Frontier orbital gap: 11.1 eV
- Structure (SMILES): [NH3+]CCO

Geometry as ORCA input:
```
! RIJCOSX wB97M-V def2-TZVPD def2/J DEFGRID3
* xyz 1 1
C 0.724 0.194 -0.775
O 0.087 -0.191 -1.964
C 0.044 -0.542 0.393
N -0.869 0.349 1.181
H 0.604 1.273 -0.662
H 1.791 -0.031 -0.763
H 0.695 -0.441 -2.670
H -0.562 -1.329 -0.031
H 0.764 -0.984 1.076
H -0.416 1.219 1.469
H -1.133 -0.097 2.065
H -1.729 0.579 0.681
*
```

Atomic charges from the Mulliken analysis, expressed in e, are listed below: -0.35 -0.52 -0.49 -0.35 0.24 0.35 0.34 0.35 0.36 0.36 0.36 0.35

=====

#ii
Computed, not measured: 2 unconnected molecules or ions with the total composition C2H8NO, with ωB97M-V/def2-TZVPD.

Properties
- LUMO: -5.0 eV
- Highest occupied orbital energy: -16.67 eV
- Frontier orbital gap: 11.7 eV

Geometry as ORCA input:
```
! RIJCOSX wB97M-V def2-TZVPD def2/J DEFGRID3
* xyz 1 1
C 0.715 -0.286 -1.336
C 1.341 -0.088 1.006
N 0.434 -0.120 0.123
H 1.732 0.006 -1.565
H -0.074 0.294 -1.805
H 0.618 -1.340 -1.603
H 2.360 -0.448 0.923
H 0.949 0.055 2.007
H -0.595 -0.094 0.270
H -2.529 1.411 0.826
H -2.755 -0.029 0.790
O -2.197 0.638 0.363
*
```

Atomic charges from the Mulliken analysis, expressed in e, are listed below: -0.75 -0.11 0.09 0.36 0.28 0.33 0.30 0.26 0.26 0.34 0.35 -0.70

=====

#iii
Computed, not measured: 2 unconnected molecules or ions with the total composition C2H8NO, with ωB97M-V/def2-TZVPD.

Properties
- LUMO: -3.9 eV
- Highest occupied orbital energy: -14.12 eV
- Frontier orbital gap: 10.3 eV

Geometry as ORCA input:
```
! RIJCOSX wB97M-V def2-TZVPD def2/J DEFGRID3
* xyz 1 1
N 2.089 -1.312 -0.566
H 1.158 -1.594 -0.728
H 2.465 -1.383 0.383
H 2.681 -1.861 -1.103
H 2.130 -0.289 -0.880
O 0.119 0.451 -0.198
C -0.760 1.238 0.047
C -2.094 0.682 0.517
H -0.471 2.349 0.275
H -2.962 1.021 0.005
H -2.281 1.194 1.529
H -2.075 -0.498 0.720
*
```

Atomic charges from the Mulliken analysis, expressed in e, are listed below: -0.46 0.35 0.36 0.35 0.41 -0.46 0.13 -0.79 0.29 0.32 0.26 0.24

=====

Which one sits at the top of the stability order? #i does.

=====

#i
Computed, not measured: a single C7H9N5 molecule, with ωB97M-V/def2-TZVPD.

Properties
- LUMO: 0.0 eV
- Highest occupied orbital energy: -7.26 eV
- Frontier orbital gap: 7.3 eV
- Structure (SMILES): C/N=c1\n(C)nc2cccnn12

Geometry as ORCA input:
```
! RIJCOSX wB97M-V def2-TZVPD def2/J DEFGRID3
* xyz 0 1
C -3.144 0.159 2.471
C -2.441 -0.932 2.062
C -2.698 1.443 2.094
C -1.411 -0.601 1.200
C 0.180 0.549 -0.024
C 2.050 1.301 -1.430
C 1.095 -1.528 -1.038
N -1.618 1.683 1.399
N -0.722 -1.504 0.606
N 0.864 1.468 -0.571
N -0.951 0.689 0.869
N 0.219 -0.797 -0.108
H -4.140 0.024 2.964
H -2.710 -1.932 2.125
H -3.256 2.357 2.251
H 2.835 0.540 -1.237
H 2.352 2.346 -1.464
H 1.626 1.039 -2.366
H 0.841 -1.247 -2.105
H 2.064 -1.279 -0.689
H 0.947 -2.483 -0.693
*
```

Atomic charges from the Mulliken analysis, expressed in e, are listed below: -0.28 -0.55 -0.26 0.41 0.85 -0.90 -1.00 -1.45 -0.97 -0.63 1.09 0.55 0.30 0.49 0.43 0.20 0.34 0.36 0.26 0.35 0.41

=====

#ii
Computed, not measured: a single C7H9N5 molecule, with ωB97M-V/def2-TZVPD.

Properties
- LUMO: 0.0 eV
- Highest occupied orbital energy: -10.31 eV
- Frontier orbital gap: 10.4 eV
- Structure (SMILES): CC(C)(C#N)C1(C2(C)N=N2)N=N1

Geometry as ORCA input:
```
! RIJCOSX wB97M-V def2-TZVPD def2/J DEFGRID3
* xyz 0 1
C 0.305 0.818 1.550
C -0.245 1.514 -1.243
C -0.142 -0.127 -0.702
C 1.021 2.263 -1.279
C 2.022 -0.673 0.575
C -0.143 -1.476 1.343
C 0.513 -0.360 0.689
N -0.084 1.502 2.380
N -1.557 1.988 -1.139
N -1.277 1.546 -2.245
N -0.117 -1.189 -1.731
N -1.197 -0.981 -1.164
H 1.772 1.531 -1.303
H 1.072 2.955 -0.514
H 1.100 2.759 -2.240
H 2.146 -1.672 0.118
H 2.347 -0.715 1.581
H 2.479 0.067 0.104
H 0.127 -2.555 0.980
H -0.052 -1.451 2.526
H -1.265 -1.453 1.253
*
```

Atomic charges from the Mulliken analysis, expressed in e, are listed below: -0.32 1.32 0.66 -1.38 -1.70 -1.78 1.99 -0.55 -0.34 -0.46 -0.50 -0.44 0.25 0.35 0.49 0.35 0.45 0.47 0.34 0.38 0.42

=====

Which one sits at the top of the stability order? #i does.